[1]
108
Properties=species:S:1:pos:R:3:forces:R:3:lowdin_charge:R:1 method="wB97M-V/def2-TZVPD" total_charge=+1
Mg 1.155925 -1.754683 -1.023411 1.4 0.7 -0.3 0.465
C -0.601136 -2.456427 -3.730191 0.1 0.0 0.1 -0.229
P -0.454813 -0.831622 -2.851902 -0.8 -0.2 -0.8 1.132
C -1.456243 -1.081357 -1.280710 -0.5 0.2 -0.5 -0.380
C -2.842122 -1.540882 -1.598687 -0.1 -0.2 0.0 -0.083
C -3.768223 -1.798070 -0.683213 -0.1 0.0 0.1 -0.006
C -2.305417 -2.364557 1.321769 0.0 -0.2 0.0 -0.292
C -1.177977 -1.516705 1.907821 -0.2 0.0 -0.3 -0.279
C -0.545671 -0.921340 0.669305 -0.2 0.8 0.6 -0.332
C -1.469433 0.405110 -3.724647 0.3 0.1 0.1 -0.331
C -0.928207 0.852597 -4.932938 0.0 -0.1 0.0 -0.100
C -1.539994 1.867126 -5.646235 0.0 0.0 0.0 -0.076
C -2.692430 2.460790 -5.150006 0.0 0.0 0.0 -0.076
C -3.220243 2.042400 -3.939697 -0.1 0.1 0.0 -0.066
C -2.609498 1.028466 -3.218959 0.1 -0.1 -0.1 -0.079
C 0.763786 -3.079873 -3.638828 0.0 -0.2 -0.1 -0.411
C 1.526239 -3.701166 -4.600821 -0.1 0.1 0.0 -0.057
C 2.742922 -4.066257 -3.979424 0.1 0.0 0.1 -0.062
C 2.658289 -3.648572 -2.671795 0.1 -0.1 -0.3 -0.397
C 3.653969 -3.849807 -1.565891 -0.2 0.0 -0.2 -0.244
P 3.429949 -2.627293 -0.197126 0.9 -0.4 0.0 1.057
C 4.943520 -1.615775 -0.219947 -0.2 0.2 0.0 -0.382
C 4.832550 -0.251207 0.030697 -0.1 -0.1 0.0 -0.112
C 5.965551 0.541416 0.126402 0.0 0.1 0.0 -0.072
C 7.218064 -0.029152 -0.025908 0.0 0.0 0.0 -0.067
C 7.337252 -1.387093 -0.291308 0.0 0.0 0.0 -0.061
C 6.206675 -2.179547 -0.385411 0.0 0.0 0.0 -0.087
C 3.708958 -3.669549 1.278718 -0.2 0.1 0.1 -0.390
C 4.551746 -3.270504 2.311254 -0.1 0.0 -0.1 -0.076
C 4.709284 -4.069881 3.434068 0.0 0.0 0.1 -0.067
C 4.027554 -5.270896 3.538977 0.0 0.0 0.0 -0.074
C 3.178522 -5.674070 2.517724 -0.1 0.0 0.0 -0.084
C 3.002995 -4.870151 1.402667 0.3 -0.1 -0.1 -0.176
N 1.449603 -3.040985 -2.451493 0.1 -0.4 -0.3 -0.061
H -0.863020 -2.280932 -4.775656 -0.1 0.0 0.1 0.097
H -1.367657 -3.091701 -3.273802 0.0 0.1 -0.1 0.086
H -3.082991 -1.667594 -2.647426 -0.1 0.0 0.0 0.112
H -4.759809 -2.107380 -0.989511 0.0 -0.1 -0.1 0.124
H -2.664188 -3.085211 2.061111 0.0 0.0 0.0 0.125
H -1.371452 -0.837949 2.733274 0.2 -0.1 0.1 0.133
H 0.486233 -0.609824 0.894887 -0.1 0.1 0.0 0.116
H -0.016396 0.392549 -5.300148 0.0 0.1 -0.1 0.108
H -1.112489 2.202849 -6.580924 0.0 0.0 0.0 0.108
H -3.173824 3.253163 -5.705561 0.0 0.0 0.0 0.107
H -4.114554 2.507280 -3.547406 0.0 0.0 0.0 0.110
H -3.034417 0.732258 -2.270483 -0.1 0.0 0.0 0.095
H 1.259602 -3.863892 -5.630857 -0.1 0.0 -0.1 0.097
H 3.571965 -4.577923 -4.437800 0.1 0.0 0.0 0.098
H 4.665909 -3.760946 -1.966287 0.0 0.0 0.1 0.087
H 3.551720 -4.851540 -1.137058 0.1 0.1 0.0 0.084
H 3.849341 0.184194 0.169402 0.0 0.0 0.0 0.081
H 5.867849 1.597917 0.334373 0.0 0.0 0.0 0.108
H 8.106976 0.577674 0.068524 0.0 0.1 0.0 0.110
H 8.314887 -1.831829 -0.413817 0.0 0.0 0.0 0.112
H 6.311225 -3.241462 -0.564670 0.0 0.0 0.0 0.113
H 5.101687 -2.342500 2.233557 0.0 0.0 0.0 0.106
H 5.378282 -3.756581 4.223311 0.0 0.0 0.0 0.111
H 4.161345 -5.897250 4.409677 0.0 0.0 0.0 0.110
H 2.668637 -6.626070 2.579842 0.0 0.0 0.0 0.112
H 2.360300 -5.204570 0.593987 0.0 0.0 0.1 0.101
C -4.661813 9.629664 4.000104 0.1 0.1 0.0 -0.073
O -5.327212 8.390181 3.848700 -0.1 -0.1 0.0 -0.068
C -4.725786 7.424286 3.124919 0.1 -0.2 -0.1 -0.276
C -5.465592 6.255488 2.917184 0.0 0.1 0.1 0.015
C -4.937166 5.215980 2.190033 0.1 0.0 -0.1 -0.013
C -3.657466 5.309980 1.633504 -0.1 0.4 0.2 -0.165
C -2.922155 6.472325 1.850525 -0.1 -0.2 -0.1 -0.027
C -3.442131 7.518984 2.591362 -0.1 0.3 0.1 -0.013
C -3.087026 4.164002 0.945097 0.2 -0.3 0.0 -0.257
N -3.443467 2.910236 1.140511 -0.3 0.1 0.2 0.199
C -2.555633 2.152645 0.446508 0.5 0.7 -0.5 -0.171
C -1.642458 2.960642 -0.205439 -0.6 -0.5 0.4 -0.133
N -2.002366 4.243772 0.117515 0.0 0.1 0.0 0.187
C -0.464378 2.470838 -0.850013 0.4 -0.1 -0.2 -0.068
C 0.491144 3.251930 -1.502263 -0.2 -0.2 0.1 0.022
C 1.677313 2.668104 -1.906438 0.0 0.0 0.0 -0.025
C 1.901912 1.338177 -1.601557 0.2 0.0 -0.1 -0.123
N 0.973420 0.565894 -1.032142 0.2 0.1 0.4 0.005
C -0.215154 1.094382 -0.718609 0.1 0.4 0.1 -0.172
C -1.253383 0.120246 -0.224118 -0.1 0.1 0.1 -0.159
N -0.677266 -1.984791 -0.363904 -0.7 -0.5 0.2 -0.201
C -1.386603 -3.084958 0.322207 -0.5 -0.2 0.1 -0.303
C -3.532870 -1.567043 0.789365 0.1 0.1 -0.2 -0.205
C -3.457027 -0.062082 0.913337 0.1 0.2 0.0 0.046
C -2.491100 0.708897 0.393707 -0.1 -0.3 0.2 -0.090
H -5.377090 10.294955 4.476696 0.1 0.0 0.0 0.096
H -4.371550 10.041609 3.030110 0.0 0.0 0.0 0.096
H -3.775434 9.532047 4.633454 0.0 0.0 0.0 0.098
H -6.456089 6.197049 3.344899 0.0 0.0 0.0 0.124
H -5.500803 4.308290 2.034132 -0.1 0.0 0.0 0.115
H -1.911996 6.566988 1.472532 0.0 0.0 0.0 0.108
H -2.831268 8.392991 2.760609 0.0 0.0 0.0 0.105
H -1.576416 5.090668 -0.215176 0.0 0.0 0.0 0.155
H 0.301006 4.300479 -1.687195 0.0 0.0 0.0 0.119
H 2.430109 3.241546 -2.425824 0.1 0.0 0.0 0.115
H 2.842987 0.858102 -1.840427 0.0 0.0 -0.1 0.112
H -1.853215 -3.765729 -0.386633 0.3 -0.1 0.1 0.115
H -4.407319 -1.908485 1.342372 0.0 0.1 0.0 0.140
H -4.300324 0.449033 1.359604 0.0 0.0 0.0 0.125
C -0.691399 -4.716541 3.025156 0.1 0.0 -0.2 -0.276
Te 0.266819 -3.129324 1.973591 -0.2 -0.6 1.6 1.761
C 1.020546 -2.450316 3.963981 -0.1 0.0 -0.1 -0.312
H -1.227074 -4.306690 3.876829 0.0 0.1 0.0 0.029
H 0.095938 -5.375367 3.382927 0.1 0.0 0.0 0.012
H -1.361816 -5.259970 2.365271 0.0 0.1 -0.1 0.027
H 1.670629 -3.190645 4.430565 0.0 -0.1 -0.1 -0.003
H 0.177605 -2.252451 4.628847 0.0 0.0 -0.1 0.005
H 1.593309 -1.529229 3.842189 0.0 0.0 -0.1 0.001



[2]
15
Properties=species:S:1:pos:R:3:forces:R:3:lowdin_charge:R:1 method="wB97M-V/def2-TZVPD" total_charge=+1 e_above_lowest_kj_mol=88.5
C -1.269703 0.209933 0.620615 0.4 0.7 -0.6 -0.369
N -1.925399 -0.100413 -0.597480 0.8 -0.3 0.6 0.007
H -1.369538 1.253490 0.919332 -0.1 0.0 0.3 0.092
H -1.584395 -0.467607 1.404894 0.4 0.0 0.2 0.107
H -2.062308 0.690122 -1.201290 -0.4 0.0 -0.1 0.083
H -2.767560 -0.612894 -0.398586 -0.2 -0.1 -0.5 0.099
C 0.848494 1.195709 -0.971439 0.3 -1.4 -0.6 -0.228
S 0.658470 0.186131 0.524341 -1.0 -0.2 0.2 1.077
C 1.034483 -1.537237 0.140676 0.2 0.6 0.1 -0.244
H 1.112762 0.590910 -1.843029 0.2 -0.4 0.3 0.077
H 1.665769 1.891580 -0.832765 -0.4 0.5 0.2 0.065
H -0.143999 1.525163 -1.233791 0.0 0.9 0.2 0.040
H 0.561322 -2.127670 0.920001 -0.1 0.0 0.0 0.066
H 0.669273 -1.799209 -0.845801 0.1 -0.1 -0.1 0.068
H 2.111082 -1.598091 0.284724 0.0 -0.3 -0.4 0.062



| no. | F_max (eV Å⁻¹) | HOMO-LUMO gap (eV) |
| --- | --- | --- |
| 1 | 1.68 | 6.840 |
| 2 | 1.61 | 11.231 |